C7H15ClNOP | ωB97M-V/def2-TZVPD

Summary:
total energy	-32851.379	eV
energy relative to the best compared isomer or geometry (same formula, charge and spin)	151.7	kJ/mol
LUMO level	1.02	eV
SMILES	CNP(Cl)OC1CCCCC1
HOMO	-8.72	eV
HOMO-LUMO gap	9.7449	eV

Cartesian coordinates (Å):
1 C 3.093 -0.362 -0.261
2 C 2.231 -1.383 -1.028
3 C 2.569 -0.062 1.167
4 C 0.828 -0.686 -1.112
5 C 1.213 0.643 1.091
6 C 0.268 -0.364 0.291
7 C -4.533 1.452 -0.275
8 N -3.466 0.733 0.390
9 O -1.023 0.227 0.096
10 P -2.403 -0.200 -0.544
11 Cl -2.684 -1.912 0.592
12 H 4.127 -0.714 -0.217
13 H 3.335 0.628 -0.692
14 H 2.630 -1.683 -1.933
15 H 2.152 -2.311 -0.321
16 H 2.487 -0.977 1.719
17 H 3.315 0.559 1.545
18 H 1.018 0.222 -1.673
19 H 0.064 -1.348 -1.658
20 H 0.836 0.848 2.027
21 H 1.286 1.608 0.460
22 H 0.245 -1.335 0.941
23 H -5.061 0.870 -1.110
24 H -5.274 1.847 0.357
25 H -4.062 2.337 -0.898
26 H -3.190 1.362 1.046

***

C7H15FOS | ωB97M-V/def2-TZVPD

Summary:
total energy	-23100.100	eV
energy relative to the best compared isomer or geometry (same formula, charge and spin)	156.9	kJ/mol
LUMO level	0.75	eV
HOMO	-9.06	eV
HOMO-LUMO gap	9.8108	eV

Cartesian coordinates (Å):
1 C -2.443 0.777 -1.590
2 C 0.819 0.789 -1.579
3 C 1.442 -1.478 0.334
4 C 0.989 -0.125 3.608
5 C -1.446 -0.199 -0.870
6 C -0.174 0.583 -0.428
7 C 0.862 -0.118 0.798
8 O -0.983 1.137 2.347
9 F 2.006 0.690 1.047
10 S -0.286 -0.148 2.276
11 H -2.184 1.164 -2.754
12 H -2.497 1.652 -0.888
13 H -3.502 0.324 -1.709
14 H 1.147 -0.116 -2.007
15 H 1.640 1.536 -1.210
16 H 0.369 1.285 -2.459
17 H 0.565 -2.047 0.095
18 H 2.087 -1.197 -0.547
19 H 2.044 -1.999 1.101
20 H 1.732 0.735 3.640
21 H 1.623 -1.042 3.454
22 H 0.674 -0.140 4.641
23 H -1.921 -0.611 0.023
24 H -1.169 -1.005 -1.479
25 H -0.592 1.561 -0.100

***

C7H15IN3O4P | ωB97M-V/def2-TZVPD

Summary:
total energy	-37547.752	eV
total charge	-2
LUMO level	3.92	eV
HOMO	1.28	eV
HOMO-LUMO gap	2.6352	eV

Cartesian coordinates (Å):
1 C 1.272 1.916 0.339
2 C -0.030 1.570 1.098
3 I 0.104 2.557 3.056
4 C -0.212 0.089 1.425
5 C -0.622 -0.810 0.252
6 C -0.350 -0.339 -1.205
7 N 0.792 -1.201 -1.677
8 C 1.602 -0.401 -2.595
9 C 1.419 -1.603 -0.447
10 N 2.747 -1.565 -0.126
11 N 0.310 -1.997 0.379
12 H 0.980 2.310 -0.639
13 H 1.899 2.639 0.852
14 H 1.854 1.015 0.134
15 H -0.923 1.991 0.646
16 H -1.042 0.034 2.136
17 H 0.656 -0.311 1.949
18 H -1.624 -1.233 0.268
19 H -0.211 0.728 -1.378
20 H -1.189 -0.667 -1.826
21 H 2.275 -1.050 -3.160
22 H 2.138 0.424 -2.104
23 H 0.923 0.065 -3.313
24 H 3.292 -2.414 -0.123
25 H 3.253 -0.722 0.116
26 H -0.067 -2.819 -0.089
27 O -4.954 -0.365 0.410
28 P -3.857 0.357 1.211
29 O -4.445 1.628 1.847
30 O -2.687 0.772 0.278
31 O -3.304 -0.598 2.285

***

C7H15N | ωB97M-V/def2-TZVPD

Summary:
total energy	-8984.902	eV
energy relative to the best compared isomer or geometry (same formula, charge and spin)	545.5	kJ/mol
total charge	-1
LUMO level (spin up / spin down)	3.81 / 3.70	eV
<S²>	0.751
multiplicity	2
HOMO (spin up / spin down)	1.30 / -5.43	eV
HOMO-LUMO gap (spin up / spin down)	2.5037 / 9.1322	eV

Cartesian coordinates (Å):
1 C -3.150 -0.048 0.134
2 C -1.760 -0.102 -0.592
3 C -0.812 0.836 0.244
4 C 0.577 1.339 -0.119
5 C 1.417 -0.021 -0.316
6 C 2.496 -0.294 0.580
7 C 3.733 -0.605 0.179
8 N -1.119 -1.744 -0.429
9 H -3.367 0.980 0.352
10 H -3.924 -0.443 -0.529
11 H -3.170 -0.668 1.019
12 H -1.834 0.446 -1.503
13 H -1.547 1.596 0.529
14 H -0.616 0.255 1.148
15 H 0.466 1.984 -0.996
16 H 1.038 1.961 0.660
17 H 0.720 -0.755 0.081
18 H 1.606 -0.288 -1.336
19 H 2.293 -0.368 1.651
20 H 4.551 -1.095 0.708
21 H 4.081 -0.375 -0.848
22 H -0.883 -0.783 -1.138
23 H -0.797 -1.807 0.520

***

C7H15N | ωB97M-V/def2-TZVPD

Summary:
total energy	-8991.603	eV
energy relative to the best compared isomer or geometry (same formula, charge and spin)	85.5	kJ/mol
LUMO level	1.05	eV
SMILES	C/C=C(\C)C[C@@H](C)N
HOMO	-8.52	eV
HOMO-LUMO gap	9.5704	eV

Cartesian coordinates (Å):
1 C -1.567 -1.291 1.180
2 C -1.543 -0.541 -0.160
3 C -0.792 0.810 -0.087
4 C 0.694 0.699 0.007
5 C 1.372 0.239 -1.045
6 C 2.834 -0.060 -1.167
7 C 1.400 0.930 1.325
8 N -2.881 -0.451 -0.712
9 H -2.471 -1.902 1.136
10 H -1.630 -0.668 2.070
11 H -0.764 -2.027 1.211
12 H -0.955 -1.087 -0.896
13 H -1.247 1.457 0.662
14 H -1.019 1.314 -1.006
15 H 0.744 0.191 -1.934
16 H 3.074 -0.799 -0.405
17 H 3.065 -0.406 -2.172
18 H 3.490 0.807 -1.046
19 H 0.836 1.611 1.941
20 H 1.448 -0.015 1.859
21 H 2.370 1.406 1.198
22 H -2.919 -0.357 -1.718
23 H -3.540 0.141 -0.240

***

C7H15N | ωB97M-V/def2-TZVPD

Summary:
total energy	-8991.076	eV
energy relative to the best compared isomer or geometry (same formula, charge and spin)	136.4	kJ/mol
LUMO level	1.12	eV
SMILES	C[C@@H](N)[C@@H](C)C1CC1
HOMO	-8.78	eV
HOMO-LUMO gap	9.8946	eV

Cartesian coordinates (Å):
1 C -1.410 -0.573 -0.311
2 C 0.073 -0.842 -0.218
3 C 0.950 0.515 -0.733
4 C -1.969 0.774 -0.603
5 C -2.232 -0.014 0.795
6 C 0.507 -1.398 1.131
7 C 1.380 1.409 0.423
8 N 2.137 0.092 -1.446
9 H -1.895 -1.378 -0.858
10 H 0.292 -1.619 -0.966
11 H 0.412 1.142 -1.451
12 H 2.713 -0.508 -0.867
13 H 1.895 -0.408 -2.294
14 H -2.807 0.850 -1.282
15 H -1.430 1.701 -0.486
16 H -1.750 0.444 1.645
17 H -3.201 -0.448 0.999
18 H 0.000 -2.342 1.335
19 H 1.581 -1.582 1.144
20 H 0.258 -0.713 1.938
21 H 2.002 0.864 1.130
22 H 1.978 2.230 0.028
23 H 0.516 1.806 0.947

***

C7H15N | ωB97M-V/def2-TZVPD

Summary:
total energy	-8990.700	eV
energy relative to the best compared isomer or geometry (same formula, charge and spin)	172.7	kJ/mol
LUMO level	1.02	eV
SMILES	C=C(CC)C[C@@H](C)N
HOMO	-8.79	eV
HOMO-LUMO gap	9.8059	eV

Cartesian coordinates (Å):
1 C 2.408 -0.555 -0.836
2 C 0.900 -0.614 -1.014
3 C 0.258 -0.740 0.507
4 C -1.086 -0.112 0.593
5 C -2.221 -0.694 0.207
6 C -1.278 1.259 1.328
7 C -0.536 2.372 0.598
8 N 0.485 -1.811 -1.776
9 H 3.016 -0.912 -1.688
10 H 2.709 0.436 -0.544
11 H 2.655 -1.266 -0.023
12 H 0.649 0.280 -1.557
13 H 0.404 -1.746 0.782
14 H 0.972 -0.258 1.245
15 H -3.085 -0.022 0.252
16 H -2.387 -1.601 -0.277
17 H -2.377 1.392 1.359
18 H -1.033 1.106 2.384
19 H 0.534 2.134 0.529
20 H -1.040 2.688 -0.218
21 H -0.526 3.148 1.321
22 H 1.079 -2.652 -1.556
23 H -0.499 -1.834 -1.615

***

C7H15N | ωB97M-V/def2-TZVPD

Summary:
total energy	-8990.511	eV
energy relative to the best compared isomer or geometry (same formula, charge and spin)	190.9	kJ/mol
LUMO level	1.06	eV
SMILES	C=CCCNCCC
HOMO	-8.62	eV
HOMO-LUMO gap	9.6782	eV

Cartesian coordinates (Å):
1 C -0.268 0.656 -1.835
2 N 0.154 -0.443 -0.942
3 C -0.298 -0.460 0.426
4 C -0.939 -1.820 0.835
5 C -0.477 -2.350 2.166
6 C -0.904 -1.816 3.299
7 C 0.314 2.080 -1.731
8 C 1.807 2.238 -1.411
9 H -0.049 0.182 -2.799
10 H -1.338 0.874 -1.757
11 H 1.166 -0.479 -1.019
12 H -1.026 0.312 0.703
13 H 0.488 -0.197 1.145
14 H -2.031 -1.761 0.723
15 H -0.803 -2.594 0.074
16 H 0.055 -3.298 2.219
17 H -1.336 -0.811 3.222
18 H -0.745 -2.066 4.340
19 H 0.103 2.467 -2.735
20 H -0.339 2.634 -1.055
21 H 2.496 1.880 -2.175
22 H 2.011 3.255 -1.101
23 H 1.959 1.518 -0.591

***

Copy entry 2 word for word.
C7H15FOS | ωB97M-V/def2-TZVPD

Summary:
total energy	-23100.100	eV
energy relative to the best compared isomer or geometry (same formula, charge and spin)	156.9	kJ/mol
LUMO level	0.75	eV
HOMO	-9.06	eV
HOMO-LUMO gap	9.8108	eV

Cartesian coordinates (Å):
1 C -2.443 0.777 -1.590
2 C 0.819 0.789 -1.579
3 C 1.442 -1.478 0.334
4 C 0.989 -0.125 3.608
5 C -1.446 -0.199 -0.870
6 C -0.174 0.583 -0.428
7 C 0.862 -0.118 0.798
8 O -0.983 1.137 2.347
9 F 2.006 0.690 1.047
10 S -0.286 -0.148 2.276
11 H -2.184 1.164 -2.754
12 H -2.497 1.652 -0.888
13 H -3.502 0.324 -1.709
14 H 1.147 -0.116 -2.007
15 H 1.640 1.536 -1.210
16 H 0.369 1.285 -2.459
17 H 0.565 -2.047 0.095
18 H 2.087 -1.197 -0.547
19 H 2.044 -1.999 1.101
20 H 1.732 0.735 3.640
21 H 1.623 -1.042 3.454
22 H 0.674 -0.140 4.641
23 H -1.921 -0.611 0.023
24 H -1.169 -1.005 -1.479
25 H -0.592 1.561 -0.100